(1)
Entry from OMol25: a 5-piece molecular cluster, C51H49BF6N9O14P overall in a non-equilibrium geometry (wB97M-V/def2-TZVPD).

Each atom is followed by the atoms it is bonded to, with distances in Å.
Element x y z (Å)
1 C -0.21 -5.85 0.47  H49 1.093, N54 1.495, H76 1.092, C127 1.526
2 P 1.22 -0.68 0.55  C15 1.839, C50 1.854, C59 1.840
3 C -3.81 -4.83 -2.50  F10 1.350, C61 1.568, C64 1.577, F97 1.352
4 H 8.82 1.04 -4.79  C21 1.083
5 O 3.35 -0.94 -3.49  N69 1.216
6 C -8.29 5.01 1.02  C30 1.384, C75 1.384, N80 1.469
7 H -0.66 6.98 -5.02  C81 1.083
8 H 5.04 0.47 -6.70  C39 1.081
9 C 0.50 -2.95 -0.84  C22 1.445, C59 1.373, C66 1.526
10 F -4.47 -5.09 -3.65  C3 1.350
11 C 4.63 -0.41 3.54  C40 1.376, C70 1.380, H91 1.090
12 O 4.50 -3.40 0.43  C112 1.214
13 N 4.84 -1.16 -0.14  C37 1.450, H104 1.019, C112 1.448
14 H 0.35 4.79 -5.55  C130 1.082
15 C 1.05 1.12 0.23  P2 1.839, H87 1.100, H93 1.094, H126 1.100
16 H 1.79 -1.93 2.52  C50 1.100
17 O 1.95 2.98 -1.45  N106 1.216
18 C 4.45 0.85 1.13  C37 1.380, H41 1.089, C96 1.372
19 O -3.08 2.38 0.61  B58 1.386, H73 0.972
20 N -1.62 -0.01 -0.50  C86 1.359, C115 1.321
21 C 7.78 0.73 -4.74  H4 1.083, C100 1.389, C107 1.389
22 C -0.32 -3.83 -1.64  C9 1.445, C25 1.523, C26 1.369
23 H 5.53 -0.54 -2.56  C32 1.082
24 H 2.62 -1.70 -1.59  C111 1.081
25 C 0.21 -5.20 -2.03  C22 1.523, H78 1.091, H120 1.102, C127 1.565
26 C -1.54 -3.35 -2.04  C22 1.369, C57 1.415, C64 1.525
27 H 0.28 2.35 9.51  C98 1.083
28 H 1.31 3.41 -3.75  C129 1.081
29 H 7.89 0.18 -2.67  C107 1.082
30 C -8.18 3.64 0.83  C6 1.384, C44 1.386, H85 1.081
31 H -7.28 6.86 1.43  C75 1.081
32 C 5.94 -0.16 -3.49  H23 1.082, C52 1.384, C107 1.386
33 O 3.29 5.31 5.29  N125 1.214
34 N -4.13 2.49 -1.65  H51 1.015, B58 1.471, H94 1.014
35 C -5.56 -6.17 0.15  O74 1.199, O88 1.391, C124 1.562
36 F -4.66 -7.01 -2.24  C61 1.352
37 C 4.68 -0.51 1.15  N13 1.450, C18 1.380, C40 1.372
38 H 3.34 -3.30 -2.02  C111 1.098
39 C 5.66 0.41 -5.82  H8 1.081, C52 1.384, C100 1.386
40 C 4.76 -1.13 2.37  C11 1.376, C37 1.372, H99 1.086
41 H 4.36 1.41 0.20  C18 1.089
42 H -5.89 -4.88 1.47  O88 0.970
43 H 0.11 -1.44 2.66  C50 1.097
44 C -6.93 3.05 0.89  C30 1.386, C56 1.390, H116 1.083
45 H 0.95 -7.41 1.19  N54 1.013
46 O 1.37 4.46 -0.01  N106 1.214
47 O 3.10 -0.48 -5.58  N69 1.214
48 O -2.06 -4.45 -4.06  C64 1.209
49 H -1.30 -5.88 0.33  C1 1.093
50 C 1.11 -1.09 2.35  P2 1.854, H16 1.100, H43 1.097, H117 1.095
51 H -5.13 2.41 -1.49  N34 1.015
52 C 5.16 -0.08 -4.63  C32 1.384, C39 1.384, N69 1.468
53 C 1.18 2.63 6.26  C90 1.384, C102 1.386, H109 1.081
54 N 0.10 -6.93 1.45  C1 1.495, H45 1.013, H67 1.012
55 C -0.28 6.83 -2.92  C71 1.386, C81 1.389, H82 1.082
56 C -5.80 3.83 1.14  C44 1.390, H60 1.085, C79 1.389
57 C -2.01 -2.06 -1.71  C26 1.415, C86 1.393, N131 1.362
58 B -3.35 1.80 -0.61  O19 1.386, N34 1.471, C115 1.593
59 C 0.07 -1.70 -0.47  P2 1.840, C9 1.373, C86 1.432
60 H -4.82 3.37 1.17  C56 1.085
61 C -3.72 -6.19 -1.73  C3 1.568, F36 1.352, F122 1.338, C124 1.554
62 H 4.33 1.52 4.47  C70 1.085
63 H 1.63 4.42 9.66  C65 1.082
64 C -2.43 -4.20 -2.94  C3 1.577, C26 1.525, O48 1.209
65 C 1.50 3.92 8.71  H63 1.082, C89 1.386, C98 1.389
66 C 1.89 -3.41 -0.41  C9 1.526, H83 1.091, H95 1.087, C111 1.582
67 H 0.22 -6.46 2.34  N54 1.012
68 H 0.23 6.42 -0.88  C71 1.081
69 N 3.76 -0.54 -4.56  O5 1.216, O47 1.214, C52 1.468
70 C 4.42 0.95 3.55  C11 1.380, H62 1.085, C96 1.416
71 C 0.26 6.06 -1.90  C55 1.386, H68 1.081, C121 1.384
72 F -3.48 -7.18 0.37  C124 1.356
73 H -2.13 2.27 0.75  O19 0.972
74 O -6.18 -7.19 0.11  C35 1.199
75 C -7.18 5.80 1.28  C6 1.384, H31 1.081, C79 1.386
76 H 0.16 -4.92 0.89  C1 1.092
77 H 2.70 5.34 7.64  C89 1.080
78 H -0.38 -5.64 -2.84  C25 1.091
79 C -5.93 5.20 1.33  C56 1.389, C75 1.386, H128 1.082
80 N -9.62 5.64 0.94  C6 1.469, O84 1.214, O103 1.214
81 C -0.25 6.37 -4.23  H7 1.083, C55 1.389, C130 1.389
82 H -0.73 7.79 -2.69  C55 1.082
83 H 2.00 -3.16 0.65  C66 1.091
84 O -10.57 4.92 0.73  N80 1.214
85 H -9.05 3.03 0.64  C30 1.081
86 C -1.22 -1.24 -0.90  N20 1.359, C57 1.393, C59 1.432
87 H 1.16 1.35 -0.84  C15 1.100
88 O -6.18 -4.99 0.55  C35 1.391, H42 0.970
89 C 2.11 4.44 7.57  C65 1.386, H77 1.080, C90 1.384
90 C 1.94 3.78 6.36  C53 1.384, C89 1.384, N125 1.469
91 H 4.73 -0.88 4.51  C11 1.090
92 H -4.51 -0.09 -2.22  C110 1.090
93 H 1.83 1.62 0.81  C15 1.094
94 H -3.85 3.46 -1.72  N34 1.014
95 H 2.08 -4.46 -0.58  C66 1.087
96 C 4.32 1.58 2.29  C18 1.372, C70 1.416, H118 1.088
97 F -4.61 -3.97 -1.82  C3 1.352
98 C 0.74 2.76 8.62  H27 1.083, C65 1.389, C102 1.389
99 H 4.94 -2.20 2.44  C40 1.086
100 C 6.98 0.82 -5.87  C21 1.389, C39 1.386, H105 1.082
101 F -3.48 -5.02 0.39  C124 1.351
102 C 0.58 2.12 7.40  C53 1.386, C98 1.389, H119 1.082
103 O -9.68 6.84 1.08  N80 1.214
104 H 5.84 -1.31 -0.26  N13 1.019
105 H 7.39 1.20 -6.80  C100 1.082
106 N 1.43 4.03 -1.14  O17 1.216, O46 1.214, C121 1.468
107 C 7.26 0.25 -3.55  C21 1.389, H29 1.082, C32 1.386
108 O 0.07 -7.55 -1.21  H113 0.963, C127 1.421
109 H 1.05 2.13 5.31  C53 1.081
110 C -3.57 -0.49 -1.84  H92 1.090, C115 1.421, N131 1.307
111 C 3.01 -2.63 -1.22  H24 1.081, H38 1.098, C66 1.582, C112 1.539
112 C 4.17 -2.44 -0.23  O12 1.214, N13 1.448, C111 1.539
113 H 0.63 -7.83 -1.94  O108 0.963
114 H 1.52 -6.26 -0.68  C127 1.107
115 C -2.80 0.35 -0.99  N20 1.321, B58 1.593, C110 1.421
116 H -6.83 1.99 0.74  C44 1.083
117 H 1.49 -0.26 2.95  C50 1.095
118 H 4.16 2.66 2.26  C96 1.088
119 H -0.01 1.22 7.33  C102 1.082
120 H 1.20 -5.02 -2.48  C25 1.102
121 C 0.83 4.84 -2.21  C71 1.384, N106 1.468, C129 1.384
122 F -2.54 -6.75 -2.00  C61 1.338
123 O 2.42 3.73 4.11  N125 1.215
124 C -4.04 -6.09 -0.21  C35 1.562, C61 1.554, F72 1.356, F101 1.351
125 N 2.60 4.32 5.16  O33 1.214, C90 1.469, O123 1.215
126 H 0.09 1.54 0.56  C15 1.100
127 C 0.43 -6.22 -0.87  C1 1.526, C25 1.565, O108 1.421, H114 1.107
128 H -5.06 5.81 1.53  C79 1.082
129 C 0.87 4.37 -3.51  H28 1.081, C121 1.384, C130 1.386
130 C 0.32 5.14 -4.53  H14 1.082, C81 1.389, C129 1.386
131 N -3.23 -1.69 -2.20  C57 1.362, C110 1.307

Computed properties:
**HOMO-LUMO gap**: 6.62 eV
**E_tot**: -122016.829 eV
**HOMO energy**: -7.40 eV
**LUMO energy**: -0.784 eV
**Structure (SMILES)**: CP(C)c1c(CCC(=O)Nc2ccccc2)c(C[C@H](O)CN)c(C(=O)C(F)(F)C(F)(F)C(F)(F)C(=O)O)c2ncc(B(N)O)nc12.O=[N+]([O-])c1ccccc1.O=[N+]([O-])c1ccccc1.O=[N+]([O-])c1ccccc1.O=[N+]([O-])c1ccccc1

***

(2)
Entry from OMol25: a 7-piece molecular cluster, C51H49Cl2N6O26 overall in a non-equilibrium geometry (wB97M-V/def2-TZVPD).

Each atom is followed by the atoms it is bonded to, with distances in Å.
Element x y z (Å)
1 C -2.46 -7.81 6.20  H7 1.081, C9 1.450, C58 1.341
2 H 3.27 -1.90 -6.82  C31 1.087
3 O 6.05 -5.85 -0.07  C15 1.216
4 H 7.05 -5.08 -1.67  O68 0.979
5 O -8.02 2.50 5.05  H8 0.978, C61 1.332
6 H 5.32 -1.99 -2.17  C107 1.081
7 H -2.72 -8.53 6.97  C1 1.081
8 H -7.87 3.43 4.77  O5 0.978
9 C -1.32 -8.10 5.36  C1 1.450, O84 1.216, C108 1.508
10 H 5.63 3.43 2.45  O89 0.976
11 H -4.54 -3.24 3.98  C12 1.083
12 C -5.25 -2.42 4.00  H11 1.083, C48 1.339, C119 1.451
13 H 1.12 2.62 -8.80  C23 1.094
14 H 4.47 1.46 -7.50  C105 1.089
15 C 5.40 -4.82 -0.13  O3 1.216, C56 1.507, C100 1.448
16 C 4.14 3.49 -3.82  N33 1.489, H76 1.084, C97 1.500, H114 1.093
17 H 3.70 5.62 4.51  C91 1.081
18 H -1.71 4.16 -5.49  C70 1.084
19 H 4.10 -5.18 1.57  C100 1.081
20 H 4.39 -1.00 -4.24  C37 1.091
21 H 4.84 3.24 -7.36  C105 1.088
22 H 5.85 2.16 -8.29  C105 1.088
23 C 1.64 2.00 -8.08  H13 1.094, H28 1.085, C98 1.502, H116 1.085
24 Cl 6.65 1.48 -3.62  C71 1.726
25 N 2.02 1.93 -4.55  C67 1.418, N74 1.468, C94 1.493
26 C -1.85 0.93 0.15  C30 1.455, C81 1.343, H90 1.081
27 O 2.67 -2.98 1.44  H52 0.981, C123 1.321
28 H 2.64 1.82 -8.48  C23 1.085
29 O 0.14 -7.42 3.59  H72 0.978, C108 1.325
30 C -1.10 1.76 -0.79  C26 1.455, O44 1.214, C87 1.509
31 C 4.10 -2.06 -6.13  H2 1.087, C37 1.543, C63 1.550, H110 1.087
32 N 3.26 0.26 -5.58  C37 1.498, C67 1.360, C93 1.522
33 N 4.31 2.23 -4.60  C16 1.489, C67 1.312, C71 1.427
34 C 3.99 -2.36 -0.49  O69 1.219, C107 1.451, C123 1.511
35 O 0.21 2.68 4.30  H77 0.978, C121 1.325
36 C -7.45 -1.47 4.86  C75 1.339, O117 1.330, C119 1.506
37 C 4.31 -0.78 -5.30  H20 1.091, C31 1.543, N32 1.498, H41 1.087
38 H 2.09 0.48 -0.20  C39 1.081
39 C 1.02 0.64 -0.13  H38 1.081, C87 1.340, C126 1.443
40 H 0.43 0.66 -3.77  C94 1.081
41 H 5.29 -0.40 -5.58  C37 1.087
42 O -4.05 -1.08 2.50  C48 1.332, H85 0.975
43 H 3.32 6.42 -4.95  N124 1.019
44 O -1.61 2.60 -1.50  C30 1.214
45 H 2.96 -3.83 -5.55  C63 1.090
46 C -8.99 1.53 6.96  C61 1.339, H102 1.081, C104 1.454
47 H -10.64 2.32 10.20  O96 0.977
48 C -5.10 -1.30 3.29  C12 1.339, O42 1.332, C112 1.504
49 H 0.07 -0.56 -5.76  N113 1.009
50 H 1.11 -1.78 -6.20  N113 1.009
51 C -9.50 4.20 8.00  C62 1.450, H73 1.081, C106 1.340
52 H 2.31 -2.11 1.17  O27 0.981
53 H 0.44 2.88 -2.27  O83 0.988
54 C 1.97 4.30 4.46  C91 1.453, C121 1.507, O130 1.215
55 H -1.13 -1.31 2.18  O132 0.977
56 C 5.75 -3.85 -1.22  C15 1.507, O68 1.324, C107 1.340
57 H 4.71 -4.00 -5.31  C63 1.086
58 C -3.15 -6.68 6.02  C1 1.341, O79 1.325, C82 1.505
59 O -9.99 0.82 8.98  C104 1.216
60 H -0.40 4.52 -6.61  C70 1.092
61 C -8.61 2.59 6.24  O5 1.332, C46 1.339, C62 1.506
62 C -8.84 4.00 6.72  C51 1.450, C61 1.506, O131 1.218
63 C 3.87 -3.31 -5.25  C31 1.550, H45 1.090, H57 1.086, H118 1.091
64 O -6.64 -3.56 5.53  C119 1.219
65 H 2.14 -1.24 -4.42  C93 1.093
66 C 3.55 2.58 2.81  C101 1.506, C122 1.449, O134 1.219
67 C 3.30 1.45 -4.93  N25 1.418, N32 1.360, N33 1.312
68 O 6.76 -4.21 -2.01  H4 0.979, C56 1.324
69 O 3.33 -1.34 -0.60  C34 1.219
70 C -0.88 3.73 -6.03  H18 1.084, H60 1.092, H125 1.090, C133 1.496
71 C 5.65 1.90 -4.96  Cl24 1.726, N33 1.427, C95 1.337
72 H 0.44 -8.28 3.94  O29 0.978
73 H -9.67 5.21 8.33  C51 1.081
74 N 1.07 2.23 -5.63  N25 1.468, C98 1.478, C133 1.451
75 C -7.29 -0.35 4.16  C36 1.339, C112 1.452, H128 1.077
76 H 3.31 3.43 -3.13  C16 1.084
77 H -0.10 3.42 4.86  O35 0.978
78 H 4.71 4.85 -5.55  C97 1.092
79 O -4.21 -6.35 6.74  C58 1.325, H111 0.978
80 O 2.18 3.92 -6.81  C98 1.194
81 C -1.20 0.03 0.90  C26 1.343, C126 1.504, O132 1.328
82 C -2.78 -5.69 4.95  C58 1.505, O86 1.219, C129 1.448
83 O 1.05 2.29 -1.77  H53 0.988, C87 1.323
84 O -0.64 -9.11 5.45  C9 1.216
85 H -4.20 -0.19 2.12  O42 0.975
86 O -3.48 -4.69 4.84  C82 1.219
87 C 0.39 1.55 -0.89  C30 1.509, C39 1.340, O83 1.323
88 O 0.18 3.51 -3.93  C133 1.194
89 O 5.33 4.17 3.01  H10 0.976, C101 1.328
90 H -2.92 1.08 0.20  C26 1.081
91 C 3.33 4.68 4.12  H17 1.081, C54 1.453, C101 1.340
92 O 0.81 -1.00 1.53  C126 1.222
93 C 1.98 -0.35 -5.03  N32 1.522, H65 1.093, C94 1.543, N113 1.451
94 C 1.50 0.66 -3.96  N25 1.493, H40 1.081, C93 1.543, H120 1.091
95 C 6.11 1.89 -6.22  C71 1.337, C105 1.501, Cl127 1.705
96 O -10.49 3.24 9.90  H47 0.977, C106 1.326
97 C 4.08 4.72 -4.67  C16 1.500, H78 1.092, N124 1.263
98 C 1.70 2.83 -6.82  C23 1.502, N74 1.478, O80 1.194
99 H -8.37 -2.58 6.03  O117 0.977
100 C 4.33 -4.48 0.78  C15 1.448, H19 1.081, C123 1.344
101 C 4.08 3.88 3.35  C66 1.506, O89 1.328, C91 1.340
102 H -8.83 0.51 6.63  C46 1.081
103 H -1.36 -5.24 3.36  C129 1.081
104 C -9.63 1.73 8.25  C46 1.454, O59 1.216, C106 1.506
105 C 5.24 2.23 -7.40  H14 1.089, H21 1.088, H22 1.088, C95 1.501
106 C -9.88 3.14 8.72  C51 1.340, O96 1.326, C104 1.506
107 C 5.08 -2.70 -1.39  H6 1.081, C34 1.451, C56 1.340
108 C -0.93 -7.09 4.31  C9 1.508, O29 1.325, C129 1.341
109 H 1.84 1.24 2.79  C122 1.081
110 H 5.01 -2.25 -6.70  C31 1.087
111 H -4.54 -5.49 6.40  O79 0.978
112 C -6.10 -0.18 3.33  C48 1.504, C75 1.452, O115 1.219
113 N 1.02 -0.79 -6.02  H49 1.009, H50 1.009, C93 1.451
114 H 5.05 3.55 -3.23  C16 1.093
115 O -5.87 0.82 2.67  C112 1.219
116 H 1.06 1.09 -7.95  C23 1.085
117 O -8.50 -1.70 5.64  C36 1.330, H99 0.977
118 H 3.75 -3.05 -4.20  C63 1.091
119 C -6.43 -2.58 4.84  C12 1.451, C36 1.506, O64 1.219
120 H 2.14 0.52 -3.09  C94 1.091
121 C 1.45 2.98 3.94  O35 1.325, C54 1.507, C122 1.340
122 C 2.20 2.18 3.17  C66 1.449, H109 1.081, C121 1.340
123 C 3.66 -3.33 0.63  O27 1.321, C34 1.511, C100 1.344
124 N 3.26 5.62 -4.32  H43 1.019, C97 1.263
125 H -1.20 2.97 -6.75  C70 1.090
126 C 0.28 -0.16 0.81  C39 1.443, C81 1.504, O92 1.222
127 Cl 7.73 1.46 -6.53  C95 1.705
128 H -8.01 0.45 4.17  C75 1.077
129 C -1.62 -5.96 4.12  C82 1.448, H103 1.081, C108 1.341
130 O 1.22 4.97 5.14  C54 1.215
131 O -8.45 4.91 6.01  C62 1.218
132 O -1.83 -0.76 1.77  H55 0.977, C81 1.328
133 C 0.13 3.18 -5.07  C70 1.496, N74 1.451, O88 1.194
134 O 4.29 1.92 2.10  C66 1.219

Computed properties:
**Charge**: +1
**HOMO-LUMO gap**: 7.05 eV
**E_tot**: -140890.394 eV
**HOMO energy**: -10.60 eV
**LUMO energy**: -3.553 eV